Below is a cluster of 15 separate species, C35H69Cl28FNO4P in total, with properties calculated with ωB97M-V/def2-TZVPD.

The geometry in XYZ format:
```
139
C35H69Cl28FNO4P ωB97M-V/def2-TZVPD
N -6.56 1.07 -1.63
P -6.33 2.02 -2.83
C -5.06 1.49 -4.10
O -4.82 2.12 -5.08
O -4.50 0.30 -3.78
C -3.13 0.29 -3.35
F -2.46 -0.52 -4.21
C -3.03 -0.22 -1.92
C -2.36 0.74 -0.94
C -2.69 2.23 -1.14
C -2.74 2.92 0.21
O -2.73 4.37 0.13
C -3.25 4.93 -0.98
O -2.67 5.71 -1.67
H -6.00 0.23 -1.70
H -7.45 2.32 -3.63
H -5.88 3.32 -2.52
H -2.71 1.29 -3.49
H -4.03 -0.49 -1.57
H -2.46 -1.16 -1.97
H -2.67 0.45 0.06
H -1.28 0.59 -0.95
H -1.93 2.72 -1.76
H -3.65 2.34 -1.65
H -1.84 2.67 0.78
H -3.61 2.59 0.79
H -4.32 4.70 -1.13
Cl -2.98 -0.37 3.20
C -1.89 -1.77 3.39
C -0.78 -1.75 2.37
Cl -1.43 -2.03 0.73
H -2.50 -2.67 3.32
H -1.46 -1.71 4.39
H -0.05 -2.53 2.57
H -0.28 -0.78 2.37
Cl -8.21 2.02 2.15
C -8.52 0.65 1.05
C -7.92 -0.63 1.56
Cl -6.14 -0.58 1.51
H -8.10 0.91 0.08
H -9.60 0.55 0.97
H -8.23 -1.45 0.92
H -8.22 -0.85 2.58
Cl 0.83 1.41 1.18
C 1.88 2.33 2.29
C 2.89 1.44 2.96
Cl 2.12 0.31 4.12
H 1.24 2.84 3.01
H 2.40 3.07 1.69
H 3.59 2.04 3.53
H 3.43 0.84 2.23
Cl -3.67 -4.74 4.31
C -5.24 -4.04 4.79
C -6.40 -4.68 4.07
Cl -6.42 -4.28 2.33
H -5.19 -2.97 4.60
H -5.35 -4.21 5.86
H -7.33 -4.31 4.49
H -6.38 -5.76 4.17
Cl 0.99 -0.70 -1.46
C 2.21 -0.13 -2.62
C 3.60 -0.44 -2.15
Cl 4.06 0.47 -0.68
H 2.06 0.94 -2.75
H 2.02 -0.64 -3.56
H 4.32 -0.18 -2.93
H 3.70 -1.50 -1.92
Cl 8.58 3.46 1.63
C 7.57 4.07 0.29
C 6.19 4.46 0.75
Cl 5.23 3.04 1.25
H 7.53 3.30 -0.47
H 8.08 4.95 -0.11
H 5.66 4.94 -0.06
H 6.24 5.14 1.60
Cl 0.40 -2.86 -4.30
C 1.39 -3.83 -5.43
C 2.43 -4.64 -4.72
Cl 3.70 -3.62 -3.99
H 1.84 -3.14 -6.15
H 0.71 -4.48 -5.97
H 2.93 -5.30 -5.44
H 2.00 -5.24 -3.93
Cl 7.31 6.76 -1.91
C 8.75 7.80 -2.16
C 9.92 7.00 -2.66
Cl 10.52 5.86 -1.42
H 8.97 8.28 -1.21
H 8.48 8.56 -2.89
H 10.75 7.67 -2.89
H 9.67 6.42 -3.54
Cl 5.71 2.45 5.22
C 6.13 1.16 6.38
C 4.95 0.29 6.72
Cl 3.72 1.16 7.66
H 6.54 1.64 7.26
H 6.91 0.56 5.91
H 5.29 -0.55 7.33
H 4.46 -0.09 5.82
Cl 15.62 4.23 -2.76
C 15.33 5.23 -1.31
C 14.05 6.00 -1.40
Cl 14.11 7.28 -2.65
H 16.19 5.88 -1.19
H 15.28 4.55 -0.46
H 13.85 6.50 -0.46
H 13.20 5.36 -1.64
Cl -8.94 -7.95 4.52
C -8.84 -8.43 6.24
C -8.36 -7.29 7.10
Cl -6.66 -6.88 6.76
H -8.16 -9.28 6.31
H -9.84 -8.73 6.55
H -8.41 -7.58 8.15
H -8.95 -6.40 6.94
Cl -3.31 7.60 -7.26
C -3.01 6.13 -6.29
C -4.20 5.22 -6.25
Cl -5.55 5.93 -5.32
H -2.72 6.45 -5.29
H -2.17 5.61 -6.76
H -3.94 4.28 -5.75
H -4.57 4.99 -7.24
Cl 3.16 -3.25 -8.78
C 1.95 -2.89 -10.04
C 0.63 -2.46 -9.45
Cl -0.19 -3.80 -8.60
H 1.84 -3.78 -10.65
H 2.35 -2.08 -10.64
H -0.04 -2.14 -10.24
H 0.76 -1.65 -8.73
Cl -5.61 -9.10 9.57
C -4.77 -10.62 9.17
C -4.48 -10.74 7.70
Cl -5.97 -10.98 6.74
H -5.38 -11.45 9.52
H -3.83 -10.62 9.72
H -3.86 -11.62 7.52
H -3.98 -9.86 7.31
```

Summary:
2S+1 ... 1
Net charge ... 0


Below is a cluster of 11 separate species, C35H70Br8O13 in total at a distorted geometry, with properties calculated with ωB97M-V/def2-TZVPD.

The geometry in XYZ format:
```
126
C35H70Br8O13 ωB97M-V/def2-TZVPD
C 1.48 0.08 2.07
C 1.14 0.10 0.57
O -0.17 -0.44 0.40
C -0.87 -0.38 -0.76
C -2.29 -0.88 -0.67
O -0.40 -0.02 -1.80
H 0.78 0.78 2.51
H 2.53 0.35 2.18
H 1.35 -0.89 2.55
H 1.23 1.10 0.14
H 1.83 -0.58 0.06
H -2.40 -1.84 -1.18
H -2.94 -0.24 -1.26
H -2.59 -0.86 0.37
C 4.69 -5.08 3.64
C 4.28 -3.84 2.93
O 3.92 -4.21 1.57
C 3.32 -3.30 0.76
C 2.99 -3.91 -0.60
O 3.26 -2.12 0.97
H 3.87 -5.79 3.80
H 5.06 -4.74 4.61
H 5.43 -5.54 2.98
H 3.49 -3.35 3.49
H 5.18 -3.22 2.83
H 3.16 -3.16 -1.37
H 1.91 -3.99 -0.64
H 3.58 -4.82 -0.73
C 1.52 -1.86 5.81
C 0.01 -1.92 5.96
O -0.62 -0.97 5.15
C -1.38 0.06 5.69
C -2.04 0.92 4.63
O -1.46 0.28 6.89
H 1.95 -1.43 4.90
H 1.97 -2.85 5.72
H 1.78 -1.33 6.72
H -0.28 -2.89 5.57
H -0.21 -1.95 7.03
H -2.34 0.44 3.70
H -1.25 1.57 4.26
H -2.74 1.53 5.20
C -1.34 -1.14 -5.36
C -2.51 -1.02 -4.46
O -3.61 -0.48 -5.18
C -4.42 -1.30 -5.84
C -5.17 -0.54 -6.91
O -4.45 -2.53 -5.82
H -1.61 -1.90 -6.09
H -0.49 -1.57 -4.83
H -1.04 -0.30 -5.98
H -2.72 -1.93 -3.90
H -2.21 -0.34 -3.65
H -4.76 -0.86 -7.87
H -5.25 0.52 -6.69
H -6.17 -0.95 -6.77
C 3.50 3.11 1.09
C 4.43 2.82 -0.04
O 4.21 1.59 -0.73
C 5.07 0.60 -0.60
C 4.71 -0.60 -1.40
O 6.23 0.61 -0.08
H 2.48 3.00 0.72
H 3.55 4.10 1.54
H 3.64 2.36 1.86
H 4.48 3.63 -0.77
H 5.49 2.70 0.19
H 3.65 -0.66 -1.66
H 4.93 -1.60 -1.00
H 5.25 -0.51 -2.34
C 2.38 5.06 -3.24
C 2.86 4.15 -4.36
O 2.21 2.93 -4.12
C 2.91 1.69 -4.18
C 1.93 0.53 -3.88
O 4.08 1.42 -4.47
H 2.18 4.48 -2.34
H 1.54 5.66 -3.58
H 3.08 5.87 -3.02
H 2.59 4.68 -5.28
H 3.94 4.15 -4.26
H 1.28 0.23 -4.69
H 1.36 0.82 -2.99
H 2.58 -0.32 -3.68
C 0.68 4.12 3.16
C 1.59 4.00 4.36
C 1.08 3.49 5.71
O 2.75 4.32 4.23
H 0.86 5.00 2.55
H -0.36 4.09 3.48
H 0.91 3.18 2.65
H 0.95 4.25 6.48
H 1.75 2.73 6.12
H 0.07 3.09 5.61
Br -1.46 -4.22 1.75
C -2.73 -2.95 2.40
C -3.23 -3.54 3.68
Br -4.99 -2.87 4.31
H -3.56 -2.81 1.72
H -2.24 -1.97 2.39
H -2.54 -3.17 4.44
H -3.25 -4.62 3.78
Br -1.19 2.58 -5.31
C -1.48 3.83 -3.78
C -1.21 2.98 -2.54
Br -1.01 4.27 -0.98
H -2.42 4.38 -3.73
H -0.72 4.62 -3.78
H -0.31 2.42 -2.79
H -2.07 2.33 -2.42
Br -4.31 0.40 1.75
C -4.97 2.10 1.07
C -3.94 2.68 0.11
Br -4.64 4.28 -0.65
H -5.14 2.74 1.93
H -5.95 2.04 0.60
H -3.75 1.93 -0.66
H -3.03 2.89 0.68
Br -3.78 -6.25 -3.19
C -4.26 -4.88 -1.84
C -5.34 -4.00 -2.63
Br -6.27 -2.67 -1.66
H -3.40 -4.37 -1.42
H -4.81 -5.37 -1.03
H -5.97 -4.65 -3.24
H -4.86 -3.37 -3.38
```

Summary:
ΔE to the lowest compared entry with this formula, charge and spin ... 352.8 kJ/mol
Structure (SMILES) ... CCOC(C)=O.CCOC(C)=O.CCOC(C)=O.CCOC(C)=O.CCOC(C)=O.CCOC(C)=O.CC(C)=O.BrCCBr.BrCCBr.BrCCBr.BrCCBr
2S+1 ... 1
Net charge ... 0


Number 1: LUMO level 0.22 eV, HOMO energy -9.4 eV, E -409730.8523 eV. Number 2: LUMO level 0.07 eV, HOMO energy -9.8 eV, E -624386.5841 eV.